i.
ORCA calculation (ωB97M-V/def2-TZVPD) on an isolated molecule of C2H4N2OS.

## Properties
M: 104.134 u
Net charge: 0
Orbital gap (spin up / spin down): 0.2044 / 0.2002 hartree

Geometry as XYZ:
```
10
Properties=species:S:1:pos:R:3:mulliken_charge:R:1
C 0.16111 0.42868 -0.49936 -0.484
C -1.02414 0.17118 0.42157 -0.611
N 1.15508 -1.66138 -0.11344 -0.456
N 1.33172 -0.45039 -0.05024 0.829
O 2.27553 0.28927 0.34911 -0.609
S -1.94760 -1.27080 0.02392 -0.039
H -0.12405 0.07549 -1.60450 0.286
H 0.38263 1.44554 -0.46302 0.366
H -0.57984 0.01015 1.52093 0.292
H -1.63044 0.96225 0.41504 0.426
```

---

ii.
ORCA calculation (ωB97M-V/def2-TZVPD) on an isolated molecule of C2H4N2OS.

## Properties
M: 104.134 u
Net charge: 0
SMILES string: N/N=C/SC=O
Orbital gap: 0.3451 hartree

Geometry as XYZ:
```
10
Properties=species:S:1:pos:R:3:mulliken_charge:R:1
N -1.81696 -0.48264 -0.15580 -0.440
N -0.57193 -0.09104 -0.59785 -0.177
C -0.19910 0.99215 -0.02472 0.048
S 1.45724 1.21646 -0.30747 -0.132
C 2.13166 -0.39825 0.12780 0.176
O 3.22869 -0.73785 -0.31732 -0.440
H -2.35816 -1.32529 -0.62559 0.250
H -2.35272 0.24756 0.30735 0.203
H -0.86883 1.60535 0.70520 0.287
H 1.35010 -1.02645 0.88840 0.225
```

---

iii.
ORCA calculation (ωB97M-V/def2-TZVPD) on an isolated molecule of C2H4N2OS.

## Properties
M: 104.134 u
Net charge: 0
SMILES string: NC(=S)NC=O
Orbital gap: 0.3304 hartree

Geometry as XYZ:
```
10
Properties=species:S:1:pos:R:3:mulliken_charge:R:1
N -0.47774 -1.35562 0.04814 -0.375
C -0.96151 -0.11308 -0.08392 0.229
S -2.60111 0.17882 -0.08469 -0.390
N -0.02578 0.91632 -0.08613 -0.177
C 1.35201 0.77791 0.01999 0.126
O 2.00009 -0.25857 -0.11109 -0.592
H 0.57395 -1.60205 -0.06096 0.302
H -1.21860 -2.13564 0.03662 0.213
H -0.40216 1.86068 0.19906 0.266
H 1.76085 1.73122 0.12298 0.398
```

---

Energies in kcal/mol, measured from the most stable structure: i 177.3; ii 69.9; iii 0.0.

---

i.
ORCA calculation (ωB97M-V/def2-TZVPD) on C5H9O2S as an isolated structure.

## Properties
M: 133.192 u
Net charge: -1
Orbital gap: 0.2070 hartree

Geometry as XYZ:
```
17
Properties=species:S:1:pos:R:3:mulliken_charge:R:1
O 0.54667 3.16001 -1.78286 -0.434
C 1.39861 2.35155 -1.64863 0.670
O 2.49939 1.96941 -1.93685 -0.462
C 0.60358 0.80049 -0.18795 -0.204
C 0.61662 -0.47575 -1.04611 -0.302
C -0.61470 0.36010 -1.08003 -0.338
S -0.99913 -2.40231 0.81831 -0.666
C -1.29667 -1.85184 2.62021 -0.755
H 0.53705 0.48592 0.86067 0.276
H 1.14872 1.81930 -0.36072 0.057
H 0.58685 -1.47257 -0.61786 0.080
H 1.15895 -0.57120 -2.03134 0.119
H -1.47673 0.11096 -0.43354 0.148
H -0.81698 0.81919 -2.02303 0.222
H -2.29250 -2.04161 3.02466 0.272
H -0.46004 -2.29686 3.18027 0.172
H -1.13970 -0.76479 2.64480 0.144
```

---

ii.
ORCA calculation (ωB97M-V/def2-TZVPD) on a 3-piece molecular cluster, C5H9O2S overall.

## Properties
M: 133.192 u
Net charge: -1
Orbital gap: 0.2373 hartree

Geometry as XYZ:
```
17
Properties=species:S:1:pos:R:3:mulliken_charge:R:1
O -1.40000 3.30083 0.05473 -0.640
C -0.38231 3.51034 0.74149 0.012
O 0.81813 3.61160 0.38509 -0.649
C 0.04736 0.35857 -1.32170 0.168
C 1.06913 0.26809 -0.42616 -0.399
C 0.46517 -0.86169 -1.76854 -0.127
S 0.68384 -3.21161 0.36984 -0.504
C -0.79967 -2.54891 1.19036 -0.682
H -0.66963 1.17254 -1.44786 0.358
H -0.50294 3.64176 1.85379 0.327
H 1.26940 -0.49595 0.32350 0.248
H 1.76124 1.08862 -0.21766 0.248
H 0.41680 -1.71800 -1.01777 -0.326
H 0.62692 -1.02455 -2.82748 0.284
H -0.61725 -2.25407 2.21718 0.244
H -1.14528 -1.60099 0.75106 0.157
H -1.64093 -3.23659 1.14013 0.282
```

---

Energies in kcal/mol, measured from the most stable structure: i 0.0; ii 36.9.

---

i.
ORCA calculation (ωB97M-V/def2-TZVPD) on C2H6N4 as an isolated structure.

## Properties
M: 86.098 u
Net charge: 0
Orbital gap: 0.2445 hartree

Geometry as XYZ:
```
12
Properties=species:S:1:pos:R:3:mulliken_charge:R:1
C 0.25425 0.47088 0.35926 0.192
C -0.31239 -0.50677 -0.39455 0.221
N 0.87148 1.62900 0.18956 -0.477
N -0.38803 -0.87282 -1.66630 -0.491
N -0.09838 -0.10847 1.50168 -0.279
N -0.84825 -1.11995 0.66293 -0.387
H 1.48802 1.75572 -0.60345 0.191
H 1.16408 2.16058 0.99913 0.191
H -0.44241 -0.15221 -2.37782 0.194
H -0.94880 -1.68219 -1.90068 0.214
H -0.29589 0.45353 2.33327 0.204
H -0.44369 -2.02731 0.89697 0.227
```

---

ii.
ORCA calculation (ωB97M-V/def2-TZVPD) on an isolated molecule of C2H6N4.

## Properties
M: 86.098 u
Net charge: 0
Orbital gap (spin up / spin down): 0.3011 / 0.3011 hartree

Geometry as XYZ:
```
12
Properties=species:S:1:pos:R:3:mulliken_charge:R:1
C 0.12906 0.18719 -0.05601 0.902
N -1.11222 0.11274 -0.71081 -0.571
N 0.56345 -2.08071 0.34199 -0.113
C 0.95940 -0.82298 0.48905 -1.038
N 0.69404 1.38503 0.16823 0.402
N 0.29555 2.59379 0.03176 -0.983
H -1.58751 -0.77597 -0.63649 0.184
H -1.76342 0.84553 -0.45522 0.197
H -0.64091 2.61473 -0.38653 0.225
H 1.18871 -2.82688 0.59759 0.252
H -0.30194 -2.37526 -0.10830 0.145
H 1.57578 1.14279 0.72474 0.397
```

---

iii.
ORCA calculation (ωB97M-V/def2-TZVPD) on an isolated molecule of C2H6N4.

## Properties
M: 86.098 u
Net charge: 0
SMILES string: NN1C=CNN1
Orbital gap: 0.3752 hartree

Geometry as XYZ:
```
12
Properties=species:S:1:pos:R:3:mulliken_charge:R:1
N 1.64256 -0.10937 -0.25079 -0.566
N 0.60174 -0.02916 0.72868 0.019
C -0.21284 1.14280 0.37824 -0.481
C -1.47789 0.84894 0.02793 -0.269
N -1.36278 -0.86394 -0.24418 -0.494
N -0.22912 -1.17649 0.53060 -0.191
H 2.12264 -1.00267 -0.04696 0.294
H 1.37062 -0.06417 -1.27001 0.229
H 0.13609 2.09584 0.56706 0.449
H -2.38109 1.26617 -0.24736 0.472
H -1.10821 -0.61526 -1.17279 0.294
H -0.61233 -1.41617 1.35705 0.244
```

---

iv.
ORCA calculation (ωB97M-V/def2-TZVPD) on an isolated molecule of C2H6N4.

## Properties
M: 86.098 u
Net charge: 0
SMILES string: C=NN/C=N\N
Orbital gap: 0.3663 hartree

Geometry as XYZ:
```
12
Properties=species:S:1:pos:R:3:mulliken_charge:R:1
C 1.91850 0.85765 -0.84819 -0.332
N 0.75640 0.38183 -0.57168 -0.269
N 0.38835 0.52610 0.85125 -0.316
C -0.43782 -0.82636 1.04464 -0.067
N -1.68141 -1.08950 0.66366 -0.308
N -2.22364 -0.12692 -0.45447 -0.471
H 2.51175 1.51101 0.06660 0.256
H 2.43968 0.88542 -1.96892 0.247
H 1.38511 -0.18238 1.10731 0.346
H -0.44288 -1.13812 1.97552 0.399
H -1.56943 -0.21428 -1.29132 0.256
H -3.04461 -0.58445 -0.57440 0.258
```

---

Energies in kcal/mol, measured from the most stable structure: i 10.1; ii 0.0; iii 31.1; iv 75.4.

---

i.
ORCA calculation (ωB97M-V/def2-TZVPD) on an isolated molecule of C4H4O2.

## Properties
M: 84.074 u
Net charge: 0
SMILES string: C#CC(=O)CO
Orbital gap: 0.3552 hartree

Geometry as XYZ:
```
10
Properties=species:S:1:pos:R:3:mulliken_charge:R:1
C -1.93104 1.61581 -0.75326 0.367
C -0.93172 0.95477 -0.62522 -0.449
C 0.25625 0.15999 -0.41701 0.434
O 1.20927 0.13426 -1.19269 -0.607
C 0.29743 -0.65530 0.77790 -0.721
O 1.65016 -1.35841 0.80510 -0.535
H -2.81500 2.20880 -0.88092 0.411
H 0.03894 -0.25176 1.74481 0.315
H 0.21697 -1.80261 0.60154 0.339
H 2.00873 -1.00556 -0.06026 0.446
```

---

ii.
ORCA calculation (ωB97M-V/def2-TZVPD) on a 2-piece molecular cluster, C4H4O2 overall.

## Properties
M: 84.074 u
Net charge: 0
SMILES string: O=C=C=O.C=C
Orbital gap (spin up / spin down): 0.2747 / 0.2744 hartree

Geometry as XYZ:
```
10
Properties=species:S:1:pos:R:3:mulliken_charge:R:1
O -0.18379 1.17534 2.18766 -0.302
C 0.09830 0.05751 2.48081 0.102
C 0.14628 -1.15839 1.91796 0.493
O 0.34355 -2.30441 1.99267 -0.302
C -0.67707 0.20474 -1.17498 -0.679
C 0.48442 0.56151 -1.64936 -0.381
H -1.38675 0.84799 -0.94700 0.335
H -0.93997 -0.81537 -1.15573 0.281
H 1.11335 -0.17108 -2.03556 0.249
H 1.00169 1.60216 -1.61647 0.203
```

---

Energies in kcal/mol, measured from the most stable structure: i 0.0; ii 6.1.